# 1
Formula: C33H66O15
Source: the Open Molecules 2025 dataset
Level of theory: ωB97M-V with the def2-TZVPD basis set

Structure (XYZ):
```
114
Properties=species:S:1:pos:R:3
O -0.9996 1.1645 1.9009
C -0.3931 0.4366 1.1585
O 0.8185 0.7486 0.5767
C 1.3776 2.1947 0.7588
C 2.6710 1.9779 0.0108
C -0.7384 -1.0501 0.8873
H 1.5682 2.2862 1.8332
H 0.7679 3.0568 0.4447
H 2.4589 1.9779 -1.0741
H 3.1735 0.9501 0.2997
H 3.4871 2.6062 0.2423
H 0.1684 -1.5693 1.2443
H -1.1906 -1.1187 -0.0593
H -1.5556 -1.3766 1.4870
O 3.7579 2.1022 3.3419
C 3.8547 0.9163 3.5503
O 5.0533 0.2490 3.5928
C 6.2942 0.8761 3.3594
C 7.4588 -0.1688 3.4112
C 2.6593 0.0367 3.5988
H 6.5018 1.7327 4.0301
H 6.3215 1.4527 2.2566
H 7.1779 -0.9627 2.7039
H 7.5629 -0.6291 4.2042
H 8.5364 0.1444 3.2138
H 1.7349 0.5933 3.8372
H 2.8376 -0.7070 4.3126
H 2.4309 -0.4556 2.6487
O 1.5430 0.1747 -3.2094
C 0.3870 0.3653 -3.5120
O -0.0926 0.1744 -4.7004
C 0.6772 -0.3898 -5.7552
C -0.2354 -0.8334 -6.9230
C -0.5412 0.9513 -2.5343
H 0.9046 -1.3859 -5.3098
H 1.4200 0.2556 -5.9862
H -0.9187 -1.6850 -6.6282
H 0.1524 -1.0798 -7.9270
H -0.7718 -0.0392 -7.1087
H -1.2326 0.1590 -2.0740
H -1.3017 1.8230 -2.9705
H -0.1666 1.1166 -1.5989
O 3.4648 5.8534 -0.2039
C 2.2700 5.7104 -0.1344
O 1.4657 5.4744 0.9531
C 2.1222 5.3109 2.2007
C 1.2747 4.8826 3.2873
C 1.5745 5.5974 -1.4838
H 2.4059 6.2981 2.4640
H 3.0452 4.6542 2.2043
H 0.5512 5.5504 3.5784
H 2.0612 4.8369 4.1546
H 0.8048 3.9493 3.2142
H 0.9855 6.4064 -1.3419
H 0.8844 4.7655 -1.7007
H 2.0646 5.5572 -2.4970
O -2.4247 -4.2317 0.1958
C -2.7955 -4.0748 -0.9652
O -2.1585 -3.5605 -2.0055
C -0.7693 -3.7365 -1.8371
C -0.0763 -3.3689 -3.2005
C -4.3452 -4.1639 -1.2661
H -0.6385 -4.7768 -1.5926
H -0.2829 -3.1079 -1.0691
H -0.2590 -4.0978 -3.9575
H 0.9339 -3.2491 -3.1769
H -0.3362 -2.2239 -3.5398
H -4.7292 -3.5957 -1.9614
H -5.0262 -4.0559 -0.5536
H -4.7719 -5.1239 -1.6452
O -8.2901 -0.9067 -0.4485
C -7.3953 -1.5993 -0.9703
O -6.1077 -1.1976 -0.9620
C -5.6862 -0.0748 -0.2503
C -4.1605 0.0518 -0.1980
C -7.6760 -2.8772 -1.7368
H -5.9391 -0.3128 0.8655
H -6.1767 0.7945 -0.6065
H -3.5385 -0.8603 0.0437
H -3.8910 0.9917 0.1549
H -3.7596 0.0751 -1.2635
H -8.5114 -2.6405 -2.4344
H -7.8256 -3.7147 -1.1118
H -7.0115 -3.1066 -2.2869
C -2.3705 3.8022 -0.5164
C -3.6309 3.3902 -1.3108
O -3.5604 2.7988 -2.5580
C -4.9511 3.7676 -0.8365
H -2.2367 4.7412 -0.2641
H -1.4769 3.3088 -1.0891
H -2.4998 2.9212 0.2431
H -5.7072 3.5068 -1.5375
H -5.0690 4.7101 -0.6821
H -5.2138 3.3011 0.1158
C -0.9020 -4.8602 4.4188
C -0.0490 -3.6266 4.3629
O -0.4306 -2.5288 5.0616
C 1.2402 -3.6776 3.7119
H -0.2275 -5.7873 4.5554
H -1.5426 -5.0232 3.5620
H -1.5598 -4.7675 5.3696
H 1.3178 -2.7268 3.2759
H 1.2445 -4.2413 2.6731
H 2.1884 -3.6625 4.2469
C 5.1064 -1.8948 0.7682
C 3.7097 -2.1877 0.1135
O 2.8545 -2.9989 0.7489
C 3.2738 -1.5084 -1.2106
H 5.9410 -2.4224 0.2517
H 5.1109 -2.3057 1.8560
H 4.9747 -0.7324 0.7204
H 3.6322 -2.3432 -2.0057
H 3.6669 -0.5752 -1.3667
H 2.2213 -1.5515 -1.1277
```

The value obtained for the HOMO-LUMO gap is 10.1 eV. As for the energy relative to the best compared isomer or geometry (same formula, charge and spin): 874.88 kJ/mol. The LUMO energy is 0.6 eV. Its spin multiplicity is 1. For the highest occupied orbital energy, the calculation gives -0.349 hartree. Its structure (SMILES) is CCOC(C)=O.CCOC(C)=O.CCOC(C)=O.CCOC(C)=O.CCOC(C)=O.CCOC(C)=O.CC(C)=O.CC(C)=O.CC(C)=O.

Here are the Löwdin charges for atoms 1 to 6, given in e: number 1, O, carries 0.0932; number 2, C, carries -0.5069; number 3, O, carries -0.0826; number 4, C, carries -0.1275; number 5, C, carries -0.0626; number 6, C, carries 0.0340

***

# 2
Formula: C33H67N6O6S2
Source: the Open Molecules 2025 dataset
Level of theory: ωB97M-V with the def2-TZVPD basis set

Structure (XYZ):
```
114
Properties=species:S:1:pos:R:3
C 0.8038 -4.5080 -1.4055
C 1.8735 -3.8463 -0.4220
C 2.5138 -2.6317 -1.2328
C 1.7040 -1.2857 -1.0764
N 1.1974 -0.7119 -2.3475
C 2.2797 -0.3887 -3.3094
C 1.7831 0.2000 -4.6799
C 0.6381 -0.6198 -5.3637
C 0.8401 -2.1863 -5.3225
C -0.4900 -2.9367 -4.9833
C -1.0294 -3.8081 -6.0233
C -2.2452 -4.5352 -5.7286
C -2.9350 -5.4737 -6.7555
O -2.3290 -6.3846 -7.2239
O -4.2328 -5.1998 -7.1313
C -2.8637 -4.3562 -4.4068
N -4.0506 -5.0547 -4.1111
C -2.2777 -3.4542 -3.4290
C -2.8148 -3.1938 -2.0115
C -4.2445 -2.3628 -2.1495
C -4.1264 -0.9973 -3.0371
O -4.8235 -2.3468 -3.4831
N -1.1082 -2.7886 -3.7759
C 0.4545 0.5206 -2.0644
S 1.1354 1.7873 -1.2400
S -1.2420 0.6986 -2.6566
C -2.1477 1.8969 -1.5965
C -2.8286 3.0259 -2.4833
C -4.0381 2.4889 -3.3338
H 0.3597 -3.6400 -1.9720
H -0.0045 -5.0323 -0.8436
H 1.3225 -5.1397 -2.1652
H 2.6582 -4.6161 -0.1860
H 1.3719 -3.4891 0.5158
H 2.5764 -2.9950 -2.2976
H 3.5427 -2.4835 -0.8150
H 2.3304 -0.5829 -0.4673
H 0.8064 -1.5295 -0.4352
H 2.9743 0.3505 -2.8093
H 2.9352 -1.2708 -3.5529
H 2.6646 0.2129 -5.3782
H 1.5119 1.2782 -4.4963
H -0.3946 -0.3753 -5.0011
H 0.6360 -0.3267 -6.4521
H 1.6215 -2.5448 -4.6097
H 1.1808 -2.5112 -6.3433
H -0.4965 -3.8716 -6.9992
H -4.4621 -4.2807 -6.8978
H -4.0718 -5.9953 -4.5015
H -4.2971 -5.0311 -3.1250
H -3.0610 -4.1103 -1.4245
H -2.1570 -2.4924 -1.4388
H -4.9367 -2.3351 -1.2381
H -3.5608 -0.9992 -3.9908
H -5.1404 -0.5375 -2.9368
H -0.6832 -2.1581 -3.0741
H -3.0066 1.3233 -1.1451
H -1.5105 2.3347 -0.7870
H -2.1118 3.4967 -3.2012
H -3.1600 3.8362 -1.7785
H -4.8635 2.1005 -2.6785
H -4.4608 3.2786 -4.0124
H -3.6709 1.6383 -3.9650
C -0.3237 6.2587 2.5783
C -0.3179 5.1505 1.5300
C -1.6969 4.8897 0.8995
O -2.5939 4.1603 1.7232
C -3.2740 4.9393 2.6950
N 0.2452 3.9342 2.1306
H -0.7556 5.9350 3.5262
H 0.6963 6.5856 2.7896
H -0.8847 7.1281 2.2267
H 0.3514 5.4722 0.7243
H -1.5464 4.2684 0.0111
H -2.1612 5.8212 0.5525
H -3.4942 5.9473 2.3330
H -2.6919 4.9868 3.6174
H -4.2163 4.4412 2.9269
H 0.3408 3.2237 1.4067
H -0.4641 3.5482 2.7530
C 4.6258 1.0498 1.4512
C 3.6181 2.0341 2.0378
C 4.1988 2.9247 3.1505
O 4.3534 2.2729 4.4031
C 5.5292 1.4902 4.5215
N 2.4404 1.2896 2.5011
H 4.8116 0.1996 2.1096
H 4.2541 0.6451 0.5061
H 5.5814 1.5401 1.2491
H 3.3032 2.6955 1.2226
H 3.4916 3.7398 3.3309
H 5.1407 3.3936 2.8393
H 6.3709 1.9272 3.9773
H 5.3424 0.4706 4.1759
H 5.7919 1.4346 5.5789
H 1.7308 1.9560 2.8007
H 2.7041 0.8156 3.3633
C 1.2986 -1.6134 8.1369
C -0.0349 -1.3449 7.4462
C 0.1106 -0.8040 6.0118
O 0.4746 0.5656 5.9344
C 1.8623 0.8200 6.0882
N -0.8321 -0.4450 8.2872
H 1.7866 -0.6977 8.4735
H 1.1488 -2.2364 9.0208
H 1.9861 -2.1416 7.4709
H -0.5623 -2.3032 7.3804
H -0.8679 -0.8737 5.5254
H 0.7979 -1.4207 5.4181
H 2.4779 0.0222 5.6608
H 2.1051 0.9629 7.1433
H 2.0950 1.7506 5.5704
H -1.7574 -0.3455 7.8761
H -0.4291 0.4867 8.2002
```

The value obtained for the HOMO-LUMO gap is 6.4 eV. As for the energy relative to the best compared isomer or geometry (same formula, charge and spin): 0.00 kJ/mol. The LUMO energy is -4.0 eV. Its spin multiplicity is 1. For the highest occupied orbital energy, the calculation gives -0.384 hartree. As for the total charge: +1.

Here are the Löwdin charges for atoms 1 to 6, given in e: number 1, C, carries -0.1089; number 2, C, carries -0.2246; number 3, C, carries -0.1816; number 4, C, carries -0.2047; number 5, N, carries -0.2191; number 6, C, carries -0.2240